Here is C24H21CuN6O5 as an isolated structure from the Open Molecules 2025 dataset. Energies are from ωB97M-V/def2-TZVPD.

```
57
Properties=species:S:1:pos:R:3:forces:R:3
Cu -3.006 -11.674 13.730 0.9498 -1.2092 -0.1559
C -4.281 -15.821 13.683 -1.4738 0.4835 -0.7084
C -3.577 -14.522 14.043 1.0732 -1.0263 1.5413
O -3.896 -13.436 13.500 0.1114 -0.7427 -0.1857
C -2.527 -14.705 15.073 0.6260 2.0843 -0.3186
C -2.483 -15.842 15.898 0.7917 0.2578 0.2625
C -1.505 -15.989 16.874 -0.8513 -1.1032 -0.2123
C -0.511 -15.039 17.049 0.1182 1.1390 -0.4284
C -0.524 -13.866 16.317 -0.8573 -0.6037 -0.4158
C -1.497 -13.663 15.292 -0.9205 -0.7703 -0.3480
O -1.416 -12.613 14.538 -0.4197 0.2999 -0.1430
H -4.858 -15.694 12.745 0.3802 -0.0234 0.5084
H -5.013 -16.177 14.445 0.4998 0.5847 -0.2923
H -3.578 -16.630 13.570 0.3342 -0.1219 -0.1654
H -3.211 -16.602 15.713 -0.2406 -0.4415 0.3422
H -1.491 -16.863 17.527 -0.1317 0.1470 -0.3806
H 0.286 -15.216 17.758 -0.0725 0.0608 0.1821
H 0.151 -13.058 16.492 0.5384 0.2141 -0.0027
O -4.199 -5.689 17.782 -0.9800 -1.0156 0.9349
N -4.479 -6.886 17.930 0.6774 2.2105 -0.2535
O -5.202 -7.346 18.784 0.1342 0.2436 -0.0011
C -3.825 -7.735 16.958 0.4435 -0.6949 -0.5991
C -2.814 -7.139 16.251 -0.3966 -0.5808 0.8820
C -2.117 -7.872 15.257 0.2597 -0.7973 -1.0667
C -1.088 -7.314 14.430 -0.6595 -0.4003 -0.1592
C -0.583 -8.105 13.403 -0.4343 0.3284 0.8222
C -1.045 -9.423 13.269 -0.0919 -0.1713 0.6163
N -1.970 -9.994 14.052 0.2028 2.0679 -0.5018
C -2.549 -9.201 15.003 0.3306 -0.3447 -0.0844
C -3.645 -9.828 15.761 0.8990 0.1376 -0.1545
N -3.937 -11.094 15.425 -1.8478 0.2414 1.4597
C -4.967 -11.681 16.067 1.1731 0.2594 -0.6099
C -5.655 -11.046 17.088 0.0206 1.4341 0.5387
C -5.334 -9.730 17.480 -0.2877 -1.5938 -0.5778
C -4.284 -9.119 16.784 0.3127 1.3492 -0.1084
H -2.486 -6.136 16.502 -0.2858 -0.1589 -0.1274
H -0.792 -6.256 14.548 -0.1140 -0.7718 0.0391
H 0.148 -7.724 12.699 -0.0392 -0.0764 0.1478
H -0.587 -10.028 12.506 -0.1283 -0.3614 -0.1569
H -5.202 -12.694 15.739 -0.0218 0.2872 0.1572
H -6.475 -11.535 17.575 -0.1947 -0.2775 0.1135
H -5.884 -9.220 18.271 0.2811 -0.3475 -0.4297
C -4.553 -10.149 8.703 -0.2541 -0.8237 -0.7778
N -4.637 -10.222 10.133 -0.2063 0.7288 0.5002
C -5.587 -9.450 10.933 -0.5267 -0.8447 0.1454
C -5.191 -9.903 12.390 -0.9408 1.5440 0.3547
O -5.716 -9.449 13.410 1.4046 -1.2765 -1.8545
N -4.159 -10.826 12.247 -0.1884 -0.2291 0.2848
C -3.946 -11.022 10.934 0.0208 0.4191 0.0320
N -3.052 -11.906 10.462 -0.0357 -0.3971 0.1824
H -4.809 -9.160 8.320 0.0838 -0.0262 0.3258
H -5.278 -10.865 8.277 0.3287 0.2571 -0.1741
H -3.540 -10.400 8.352 -0.3523 0.1422 0.1485
H -6.627 -9.781 10.680 0.6934 0.2852 0.4024
H -5.527 -8.372 10.738 0.1836 -0.2406 0.3014
H -2.703 -12.560 11.165 -0.0898 0.1199 -0.5823
H -3.138 -12.228 9.496 0.1704 0.1455 0.7508
```
Forces are in eV/Å.

Output
- Charge: +1
- HOMO (spin up / spin down): -10.13 / -10.12 eV
- Expectation value of S²: 0.75
- Spin multiplicity: 2



Here is C24H21FN7O2Pd as an isolated structure from the Open Molecules 2025 dataset. Energies are from ωB97M-V/def2-TZVPD.

```
56
Properties=species:S:1:pos:R:3:forces:R:3
Pd -0.223 0.205 0.256 0.3515 1.4129 -0.0991
C 6.747 8.920 -7.577 0.0012 0.0017 -0.0029
O 5.333 8.862 -7.454 -0.0097 -0.0118 0.0132
C 4.807 7.925 -6.640 0.0097 0.0114 -0.0115
C 5.554 7.005 -5.908 -0.0147 -0.0064 0.0053
C 4.906 6.084 -5.102 0.0113 0.0108 -0.0112
C 3.519 6.061 -5.010 -0.0173 -0.0239 0.0233
C 2.782 6.990 -5.749 0.0025 0.0067 -0.0070
C 3.412 7.910 -6.554 0.0045 -0.0049 0.0049
C 2.882 5.068 -4.146 0.0201 0.0381 -0.0475
N 3.515 4.157 -3.439 -0.0599 -0.0016 0.0222
C 2.535 3.458 -2.795 0.0351 -0.0461 0.0111
C 1.284 3.943 -3.114 -0.0451 -0.0014 0.0041
N 1.523 4.979 -3.983 0.0217 -0.0440 0.0342
C 0.071 3.389 -2.604 0.0009 0.0635 -0.0272
C -1.238 3.815 -2.886 -0.0291 -0.0399 0.0017
C -2.301 3.161 -2.315 0.0773 0.0058 -0.0092
C -2.065 2.068 -1.474 -0.1424 -0.0511 0.0185
N -0.845 1.657 -1.199 0.0728 -0.6424 -0.0377
C 0.218 2.303 -1.730 0.0440 0.0388 0.0280
C 1.520 1.816 -1.357 -0.2198 -0.0439 -0.0399
N 1.545 0.794 -0.473 0.1273 -0.3304 0.2271
C 2.701 0.242 -0.145 0.0376 0.1597 0.0152
C 3.912 0.710 -0.659 -0.0246 0.0454 -0.0414
C 3.913 1.782 -1.519 -0.0133 -0.0726 0.0139
C 2.689 2.354 -1.893 0.0375 0.0842 -0.0312
H 6.953 9.732 -8.267 0.0002 -0.0015 0.0009
H 7.144 7.988 -7.984 0.0016 0.0007 0.0003
H 7.217 9.133 -6.615 0.0013 0.0007 -0.0007
H 6.632 6.998 -5.959 0.0026 0.0001 0.0002
H 5.479 5.367 -4.531 0.0015 -0.0003 0.0010
H 1.699 7.008 -5.710 -0.0022 0.0018 -0.0005
H 2.850 8.632 -7.131 -0.0005 0.0023 -0.0016
H 0.841 5.566 -4.428 0.0000 0.0055 0.0032
H -1.410 4.651 -3.552 -0.0041 0.0062 0.0063
H -3.318 3.468 -2.513 -0.0029 -0.0016 0.0006
H -2.875 1.513 -1.017 0.0299 -0.0262 0.0056
H 2.662 -0.571 0.566 0.0057 -0.0013 -0.0129
H 4.832 0.232 -0.356 0.0036 -0.0010 -0.0045
H 4.830 2.187 -1.926 0.0060 0.0025 0.0109
C 0.080 -1.126 5.636 -0.0148 0.0185 0.0033
N 0.498 -0.525 4.387 0.0479 -0.0248 -0.0054
C 1.453 0.560 4.286 -0.0063 -0.0118 -0.0010
C 1.375 0.918 2.805 0.0370 -0.0386 0.0356
O 1.990 1.800 2.266 0.0303 0.0060 -0.0518
N 0.478 0.043 2.214 -0.1623 -0.5076 -0.1615
C -0.063 -0.719 3.189 -0.1199 -0.0879 0.0299
N -1.049 -1.569 2.949 0.1232 0.0360 0.0254
H 0.929 -1.146 6.315 -0.0032 0.0059 0.0040
H -0.231 -2.157 5.476 0.0090 -0.0036 0.0025
H -0.734 -0.568 6.105 -0.0039 -0.0026 -0.0018
H 2.465 0.251 4.552 0.0032 0.0043 0.0048
H 1.170 1.418 4.897 -0.0093 -0.0012 -0.0032
H -1.563 -1.412 2.073 -0.0462 0.0175 -0.0239
H -1.509 -2.036 3.711 0.0024 0.0024 0.0104
F -1.980 -0.427 0.761 -0.2090 0.0412 0.0671
```
Forces are in eV/Å.

Output
- Charge: +1
- HOMO: -10.10 eV



Asked for M across the records above, the calculation gives 537.01; 564.90 g/mol in order.
Asked for F_max across the records above, the calculation gives 2.654; 1.459 eV Å⁻¹ in order.
Asked for ΔE to the lowest compared entry with this formula, charge and spin across the records above, the calculation gives 9.71; 0.00 kcal per mole in order.